This record from the OMol25 dataset describes a molecular structure, C49H48LuNOP2S4. The level of theory is wB97M-V/def2-TZVPD.

XYZ file:
```
106
C49H48LuNOP2S4 (wB97M-V/def2-TZVPD)
Lu -0.2141 2.1527 -0.0625
S 0.0160 1.4373 -2.5939
C -1.5287 1.9400 -3.2315
C -2.2727 1.0537 -4.0088
C -3.4042 1.4819 -4.5614
C -3.8769 2.7854 -4.3323
C -3.2512 3.6517 -3.4376
C -2.0575 3.1710 -2.8819
S -1.3640 4.1757 -1.6017
C -2.7867 4.5176 -0.5534
C -2.3208 4.7111 0.8699
C -2.9267 5.6618 1.6586
C -2.6232 5.8726 2.9821
C -1.6276 5.0247 3.5110
C -1.0062 4.0890 2.6863
C 0.1466 3.2526 3.2141
S 0.2930 1.5780 2.5237
C 2.0105 1.2949 2.4874
C 2.6656 1.0124 3.6114
C 4.0950 0.7967 3.7615
C 5.0360 1.6734 3.3581
C 4.8889 2.9921 2.7126
C 3.1657 2.7565 0.7535
S 1.7584 3.8591 0.4364
N -1.3909 3.9175 1.3646
H -1.9280 0.0436 -4.1905
H -4.0347 0.8206 -5.0741
H -4.8290 2.9694 -4.8379
H -3.6242 4.6779 -3.2227
H -3.3197 3.5867 -0.6234
H -3.3314 5.3357 -0.9517
H -3.7151 6.2471 1.1275
H -3.1441 6.5470 3.6061
H -1.2849 5.2053 4.5614
H 0.1219 3.1734 4.2958
H 1.1084 3.6724 2.9377
H 2.0828 0.8038 4.4956
H 4.4869 0.0728 4.4349
H 6.0961 1.4325 3.6441
H 5.4822 3.7935 3.3130
C -0.1353 -2.8346 1.6288
C 0.1169 -1.3205 1.6597
P 1.3811 -1.0466 0.3250
C 2.8463 -1.8569 1.0840
C 3.0790 -2.2640 2.4203
C 4.3537 -2.7030 2.7620
C 5.4097 -2.8035 1.8719
C 5.0909 -2.6032 0.5390
C 3.8331 -2.2020 0.1917
C 2.0211 0.6235 0.1309
C 2.7406 1.3764 1.1858
C 4.1075 3.4774 1.7477
C 3.7781 2.7309 -0.6606
C 3.3723 1.7899 -1.5548
C 2.4902 0.7206 -1.1600
C -1.2434 -3.3417 0.6865
P -1.2650 -2.7732 -1.0647
C -2.5005 -3.8874 -1.8831
C -2.9673 -5.1277 -1.3501
C -3.9711 -5.7893 -2.0834
C -4.4926 -5.2616 -3.2432
C -3.9442 -4.0967 -3.7780
C -3.0236 -3.3804 -3.0758
C 0.2521 -3.5350 -1.7169
C 0.9265 -4.6450 -1.1365
C 2.1371 -5.0583 -1.6664
C 2.7388 -4.4063 -2.7285
C 2.0731 -3.2687 -3.2306
C 0.8529 -2.8191 -2.7308
H -0.4071 -3.2470 2.5734
H 0.7879 -3.3694 1.4629
H 0.4088 -1.1266 2.6921
H -0.8124 -0.7547 1.4904
H 2.3619 -2.1649 3.2527
H 4.5312 -2.9294 3.7630
H 6.4009 -3.1829 2.1122
H 5.8260 -2.8188 -0.2016
H 3.6715 -2.1422 -0.8906
H 3.7075 0.8510 1.3853
H 4.1083 4.5618 1.6076
H 4.3531 3.6104 -0.9061
H 3.5011 1.8083 -2.6438
H 2.1246 -0.0002 -1.9428
H -2.2542 -3.0074 1.0599
H -1.3575 -4.4636 0.8573
H -2.6068 -5.4855 -0.4182
H -4.3595 -6.7261 -1.7163
H -5.3264 -5.8274 -3.6383
H -4.2719 -3.6472 -4.7191
H -2.5855 -2.5042 -3.5718
H 0.4965 -5.1900 -0.2739
H 2.7742 -5.8351 -1.2146
H 3.7641 -4.6168 -3.0899
H 2.5518 -2.7620 -4.0766
H 0.3778 -1.8608 -3.1310
C -3.9731 0.2989 -0.7988
C -3.3386 1.0636 0.3771
C -3.5091 0.3720 1.7344
O -1.9308 1.1292 0.0464
H -4.9896 -0.1061 -0.6399
H -3.3449 -0.4935 -1.0751
H -4.0291 1.0211 -1.6594
H -3.6801 2.1037 0.5140
H -3.1558 -0.7120 1.6962
H -4.5338 0.3787 2.0672
H -2.9305 0.8403 2.5639
```

- Highest occupied orbital energy: -7.1 eV
- Largest force on an atom: 2.89 eV/A
- E_LUMO: -0.166 eV
- Orbital gap: 6.93 eV
- E: -150669.005 eV
- Charge: 0

---

This record from the OMol25 dataset describes a molecular structure, C49H49ClN5O4ReSi. The level of theory is wB97M-V/def2-TZVPD.

XYZ file:
```
110
C49H49ClN5O4ReSi (wB97M-V/def2-TZVPD)
Re 0.6749 -1.5487 0.0305
C 2.7185 1.9062 -1.9166
O 3.7540 1.9449 -0.9600
C 4.2341 0.7753 -0.4667
C 5.5920 0.7462 -0.1849
C 6.2015 -0.3995 0.3113
C 5.4583 -1.5361 0.5131
C 4.0676 -1.5516 0.2856
C 3.3806 -2.7678 0.5214
N 2.0798 -2.9459 0.4253
N 1.6453 -4.2162 0.5249
C 0.3476 -4.3219 0.3489
O -0.3820 -3.2652 0.1607
C -0.2550 -5.6476 0.3345
C 0.3880 -6.7334 0.9288
C -0.2127 -7.9757 0.9014
C -1.4384 -8.1441 0.2722
C -2.0718 -7.0683 -0.3311
C -1.4856 -5.8197 -0.2983
C 3.4198 -0.3596 -0.1930
O 2.1246 -0.2790 -0.3612
H 2.7107 2.8921 -2.3790
H 1.7451 1.7050 -1.4590
H 2.9269 1.1564 -2.6853
H 6.1621 1.6419 -0.3755
H 7.2621 -0.4055 0.4999
H 5.9266 -2.4489 0.8491
H 3.9740 -3.6424 0.7779
H 1.3433 -6.5819 1.4072
H 0.2736 -8.8204 1.3648
H -1.9056 -9.1165 0.2662
H -3.0179 -7.2113 -0.8288
H -1.9586 -4.9734 -0.7727
C -4.4442 -0.1014 2.9803
C -3.8862 -1.3327 3.2761
C -2.5455 -1.5696 3.0254
C -1.7248 -0.5762 2.4955
C -2.3100 0.6526 2.1909
C -3.6507 0.8913 2.4316
Si 0.1676 -0.8864 2.3685
C 1.0998 0.7292 2.8093
C 2.4696 0.8442 2.5821
C 3.1598 2.0001 2.8953
C 2.4940 3.0744 3.4606
C 1.1475 2.9548 3.7578
C 0.4636 1.7938 3.4440
C 0.6484 -2.0654 3.7891
C 1.1409 -3.3609 3.6643
C 1.4752 -4.1098 4.7802
C 1.3101 -3.5833 6.0492
C 0.8086 -2.2999 6.1931
C 0.4899 -1.5518 5.0771
H -5.4856 0.0956 3.1884
H -4.4914 -2.1002 3.7317
H -2.1173 -2.5286 3.2746
H -1.6938 1.4470 1.7967
H -4.0775 1.8611 2.2234
H 3.0076 0.0058 2.1676
H 4.2195 2.0589 2.7008
H 3.0231 3.9878 3.6856
H 0.6254 3.7677 4.2389
H -0.5762 1.7084 3.7178
H 1.2655 -3.8052 2.6915
H 1.8667 -5.1092 4.6571
H 1.5691 -4.1685 6.9191
H 0.6693 -1.8806 7.1777
H 0.1109 -0.5501 5.2012
C -2.4125 5.5333 -0.4655
C -1.6385 4.7390 -1.5312
C -1.1991 5.7260 -2.6230
C -0.3858 4.1803 -0.8501
C -2.5709 3.6318 -2.1451
O -3.8399 4.2108 -2.4178
C -2.1181 2.9928 -3.4841
C -0.7291 2.3623 -3.6189
C -0.6311 1.3800 -4.7605
C -1.3145 1.5582 -5.9565
C -1.1572 0.6729 -7.0069
C -0.2975 -0.4055 -6.8751
Cl -0.0667 -1.4917 -8.1948
C 0.3822 -0.6116 -5.6845
C 0.2057 0.2753 -4.6391
C -2.9833 2.5266 -1.1256
N -2.2751 1.2794 -1.1221
C -1.1091 0.9400 -0.5730
N -0.9108 -0.3673 -0.7240
C -2.0227 -0.7833 -1.3873
N -2.8474 0.1919 -1.6343
H -1.8315 6.4016 -0.1676
H -2.5941 4.9388 0.4262
H -3.3715 5.8754 -0.8410
H -0.5943 6.5104 -2.1742
H -2.0495 6.2100 -3.0989
H -0.5974 5.2419 -3.3863
H 0.2532 5.0098 -0.5549
H 0.1889 3.5423 -1.5107
H -0.6472 3.6393 0.0563
H -3.7336 4.9440 -3.0339
H -2.2135 3.7616 -4.2527
H -2.8689 2.2296 -3.7060
H -0.4443 1.8358 -2.7103
H 0.0189 3.1424 -3.7906
H -1.9787 2.3975 -6.0845
H -1.6925 0.8250 -7.9296
H 1.0469 -1.4551 -5.5872
H 0.7380 0.1121 -3.7108
H -4.0131 2.2773 -1.3976
H -2.9820 2.9335 -0.1151
H -0.4228 1.6024 -0.0857
H -2.2021 -1.7968 -1.6800
```

- Highest occupied orbital energy (spin up / spin down): -10.7 / -10.6 eV
- Largest force on an atom: 3.74 eV/A
- E_LUMO (spin up / spin down): -4.873 / -4.521 eV
- Orbital gap (spin up / spin down): 5.83 / 6.09 eV
- Spin multiplicity: 2
- E: -89773.641 eV
- Charge: +1

---

This record from the OMol25 dataset describes a molecular structure, C49H49GeN6O2PtS3. The level of theory is wB97M-V/def2-TZVPD.

XYZ file:
```
111
C49H49GeN6O2PtS3 (wB97M-V/def2-TZVPD)
Pt 0.9844 -0.4028 0.4876
N -7.1675 2.9843 1.5051
C -5.7885 2.9806 1.6115
C -5.0859 3.3457 0.4236
C -3.7347 3.4025 0.2032
C -2.6468 3.1480 1.0547
C -3.9092 2.7394 3.2570
C -5.2171 2.6890 2.8542
S 0.0716 2.3959 1.2399
O 0.5540 3.0780 2.4055
O 1.0565 2.2942 0.1542
N -0.3898 0.8667 1.5656
C -0.0772 0.5125 2.8386
N -0.7186 1.0580 3.8643
C -0.2777 0.7621 5.0766
C 0.8049 -0.0782 5.2913
C 1.3623 -0.6599 4.1641
N 0.9126 -0.3879 2.9487
H -7.5613 2.9329 0.5799
H -7.7023 2.5421 2.2331
H -5.7161 3.5551 -0.4328
H -3.4433 3.6457 -0.8167
H -3.7237 2.5103 4.2972
H -5.9223 2.3979 3.6258
H -0.8203 1.2178 5.8940
H 1.1801 -0.2814 6.2806
H 2.1892 -1.3561 4.2184
C -0.2000 -3.1868 1.8370
C 0.7797 -4.1594 1.1748
C 0.3715 -4.3606 -0.2822
C 2.2031 -3.6967 1.4370
C 2.8988 -4.3723 2.4312
C 4.1585 -3.9763 2.8365
C 4.7205 -2.8415 2.2843
C 4.0713 -2.1140 1.2962
C 4.7165 -0.7998 0.8892
C 3.9071 0.3689 1.4605
C 4.9680 -0.5633 -0.6022
C 2.8138 -2.5713 0.8397
N 2.1820 -1.9060 -0.2158
H -1.2174 -3.5655 1.7596
H -0.1510 -2.2078 1.3307
H 0.0474 -3.0484 2.8868
H 0.6732 -5.1325 1.6713
H 0.3406 -3.4112 -0.8094
H -0.6279 -4.7919 -0.3130
H 1.0481 -5.0410 -0.7918
H 2.4413 -5.2369 2.8909
H 4.6835 -4.5240 3.6051
H 5.6907 -2.5095 2.6277
H 5.6988 -0.7930 1.3778
H 2.8850 0.3807 1.0315
H 4.3801 1.3159 1.2112
H 3.8245 0.2909 2.5423
H 4.0705 -0.2063 -1.1009
H 5.3181 -1.4644 -1.1007
H 5.7324 0.2039 -0.7127
S 2.5950 -2.1931 -1.7948
C 2.8952 -3.9224 -2.1320
C 2.2732 -4.3980 -3.2837
C 2.5044 -5.6900 -3.7110
C 3.3566 -6.5147 -2.9926
C 3.9825 -6.0346 -1.8529
C 3.7666 -4.7361 -1.4221
H 1.6044 -3.7516 -3.8316
H 2.0141 -6.0549 -4.6016
H 3.5284 -7.5298 -3.3190
H 4.6581 -6.6712 -1.3007
H 4.2673 -4.3657 -0.5414
S -0.2333 -1.4124 -4.1197
C 0.9710 -0.1938 -3.9018
C 1.0457 0.1646 -2.5990
N 0.1704 -0.4754 -1.7753
C -0.5520 -1.3477 -2.4190
H 1.5414 0.1677 -4.7314
H 1.7248 0.8861 -2.1797
H -1.3241 -1.9449 -1.9780
C -1.5093 5.4325 2.4366
C -1.0019 5.5382 1.0866
C -0.8834 4.5769 0.1597
C -1.3330 3.1920 0.4019
C -2.6650 3.1205 2.5314
C -2.1634 4.4497 3.0616
Ge -1.1444 1.8519 -1.2095
C -0.5578 2.9917 -2.7977
C 0.7456 3.4824 -2.7980
C 1.2513 4.1480 -3.9001
C 0.4712 4.3111 -5.0344
C -0.8268 3.8318 -5.0427
C -1.3361 3.1786 -3.9323
C -2.8956 0.8155 -1.5354
C -3.6137 0.3311 -0.4470
C -4.7009 -0.5029 -0.6378
C -5.0635 -0.8925 -1.9174
C -4.3251 -0.4554 -3.0026
C -3.2368 0.3774 -2.8093
H -1.2832 6.3072 3.0377
H -0.6133 6.5196 0.8397
H -0.4020 4.8048 -0.7828
H -1.8873 2.4122 2.8885
H -2.3888 4.5836 4.1106
H 1.3565 3.3387 -1.9163
H 2.2608 4.5334 -3.8796
H 0.8699 4.8199 -5.9013
H -1.4422 3.9598 -5.9223
H -2.3549 2.8250 -3.9474
H -3.3135 0.6145 0.5528
H -5.2733 -0.8502 0.2105
H -5.9106 -1.5449 -2.0687
H -4.6032 -0.7555 -4.0029
H -2.6620 0.6952 -3.6672
```

- Highest occupied orbital energy (spin up / spin down): -5.8 / -5.6 eV
- Largest force on an atom: 4.77 eV/A
- E_LUMO (spin up / spin down): -1.778 / -1.913 eV
- Orbital gap (spin up / spin down): 4.05 / 3.66 eV
- Spin multiplicity: 2
- E: -156904.591 eV
- Charge: 0

---

This record from the OMol25 dataset describes a molecular structure, C49H51MnN4O3P2. The level of theory is wB97M-V/def2-TZVPD.

XYZ file:
```
110
C49H51MnN4O3P2 (wB97M-V/def2-TZVPD)
Mn 0.2434 1.1193 0.2125
C 2.3359 2.9124 3.0946
C 1.7380 2.3114 1.8617
N 0.6385 1.6233 1.8906
O -0.0808 1.5583 3.0649
C 2.3219 2.4925 0.5641
C 3.5012 3.3688 0.2449
N 1.6645 1.8213 -0.2704
O 1.2553 1.4410 -1.3608
H 2.5830 2.1265 3.8108
H 1.6292 3.5798 3.5894
H 3.2392 3.4703 2.8702
H 0.3084 0.8776 3.6584
H 3.3032 4.4005 0.5349
H 3.6975 3.3447 -0.8260
H 4.4015 3.0464 0.7630
C -0.8557 -6.3134 -1.1204
C -0.1923 -5.0004 -1.5655
C 0.6258 -5.2434 -2.8617
C 0.7757 -4.4990 -0.5190
C 1.7274 -5.3044 0.0953
C 2.6517 -4.7716 0.9798
C 2.6823 -3.4107 1.2722
C 1.7462 -2.5829 0.6834
P 1.7260 -0.7521 0.8913
C 3.3049 -0.4506 0.0140
C 3.4352 -1.0517 -1.2399
C 4.5875 -0.8789 -1.9819
C 5.6249 -0.1058 -1.4852
C 5.4926 0.5124 -0.2516
C 4.3351 0.3566 0.4929
C 2.0515 -0.8244 2.6923
C 3.3060 -0.8087 3.2924
C 3.4178 -0.9785 4.6650
C 2.2939 -1.2045 5.4434
C 1.0454 -1.2864 4.8436
C 0.9244 -1.0949 3.4780
C 0.8036 -3.1401 -0.1822
O -0.0646 -2.2301 -0.6488
C -1.0858 -2.6380 -1.4155
C -1.9811 -1.6081 -1.7091
C -3.0697 -1.8923 -2.5125
C -3.2394 -3.1883 -2.9896
C -2.3380 -4.1971 -2.6886
C -1.2324 -3.9503 -1.8849
P -1.6910 0.0254 -0.9077
C -3.0640 -0.1415 0.3011
C -2.6627 -0.3341 1.6237
C -3.5979 -0.5471 2.6180
C -4.9478 -0.5563 2.2952
C -5.3500 -0.3639 0.9829
C -4.4159 -0.1707 -0.0206
C -2.1977 0.9491 -2.4100
C -3.3104 1.7693 -2.5824
C -3.5756 2.3072 -3.8330
C -2.7432 2.0426 -4.9080
C -1.6295 1.2337 -4.7409
C -1.3573 0.6961 -3.4993
H -0.1133 -7.0836 -0.9406
H -1.5270 -6.6867 -1.8860
H -1.4256 -6.1599 -0.2072
H 1.4080 -5.9754 -2.6826
H 1.0863 -4.3172 -3.2015
H -0.0237 -5.6133 -3.6493
H 1.7599 -6.3601 -0.1185
H 3.3714 -5.4245 1.4461
H 3.4302 -3.0264 1.9473
H 2.6277 -1.6588 -1.6246
H 4.6734 -1.3535 -2.9458
H 6.5327 0.0155 -2.0539
H 6.3002 1.1177 0.1326
H 4.2439 0.8633 1.4434
H 4.2072 -0.7024 2.7077
H 4.3954 -0.9500 5.1213
H 2.3921 -1.3443 6.5079
H 0.1723 -1.5099 5.4362
H -0.0396 -1.2115 2.9934
H -3.7802 -1.1325 -2.7906
H -4.0924 -3.4128 -3.6081
H -2.5076 -5.1805 -3.0930
H -1.5891 -0.3131 1.8392
H -3.2868 -0.7102 3.6382
H -5.6869 -0.7233 3.0618
H -6.3982 -0.3775 0.7313
H -4.7490 -0.0506 -1.0387
H -3.9972 1.9722 -1.7718
H -4.4505 2.9254 -3.9678
H -2.9699 2.4559 -5.8773
H -0.9828 1.0164 -5.5766
H -0.4942 0.0570 -3.3629
C -0.3113 4.1229 1.1126
C -1.0768 5.4522 0.7937
N -2.1331 5.1446 -0.1161
C -2.9814 4.1353 0.4348
C -2.1588 2.8070 0.5104
N -0.7417 3.0413 0.1957
C -0.6076 3.5773 -1.1708
C -1.6136 4.7540 -1.3915
H -0.5346 3.8254 2.1392
H 0.7565 4.3145 1.0127
H -0.4184 6.1974 0.3460
H -1.4936 5.8673 1.7120
H -3.8537 4.0036 -0.2049
H -3.3218 4.4467 1.4215
H -2.5772 2.1181 -0.2180
H -2.2311 2.3726 1.5136
H -0.7933 2.8016 -1.9185
H 0.4123 3.9528 -1.2979
H -2.4395 4.4553 -2.0369
H -1.1036 5.5986 -1.8562
```

- Highest occupied orbital energy (spin up / spin down): -15.1 / -15.1 eV
- Largest force on an atom: 9.01 eV/A
- E_LUMO (spin up / spin down): -10.759 / -10.733 eV
- Orbital gap (spin up / spin down): 4.34 / 4.37 eV
- Spin multiplicity: 4
- E: -113611.182 eV
- Charge: +3